1.
Molecular formula: C4H10N2O
Method: DFT, ωB97M-V/def2-TZVPD

Last columns: bonded neighbours and bond lengths (Å).
Element x y z (Å)
1 C -0.7968 0.0493 2.7082  H8 1.083, H9 1.087, H10 1.084
2 N 0.1985 -0.9414 1.2081  C3 1.307, H11 1.014
3 C -0.2387 -0.0492 0.3591  N2 1.307, O4 1.275, N5 1.372
4 O -0.9762 0.8460 0.8885  C3 1.275
5 N 0.0132 -0.0186 -0.9893  C3 1.372, C6 1.451, C7 1.446
6 C -0.3028 1.1921 -1.7238  N5 1.451, H12 1.100, H13 1.090, H14 1.095
7 C 1.0527 -0.8630 -1.5338  N5 1.446, H15 1.094, H16 1.094, H17 1.101
8 H 0.0686 0.6062 3.0448  C1 1.083
9 H -1.7310 0.5974 2.8021  C1 1.087
10 H -0.8698 -0.9411 3.1418  C1 1.084
11 H 0.7990 -1.7087 0.9253  N2 1.014
12 H 0.5319 1.9089 -1.7243  C6 1.100
13 H -1.1703 1.6662 -1.2654  C6 1.090
14 H -0.5375 0.9372 -2.7626  C6 1.095
15 H 0.9099 -1.8984 -1.2096  C7 1.094
16 H 0.9866 -0.8478 -2.6252  C7 1.094
17 H 2.0627 -0.5350 -1.2439  C7 1.101

Properties
- charge = 0
- maximum force (eV/Å) = 0.313
- HOMO-LUMO gap (eV) = 9.56
- energy relative to the best compared isomer or geometry (same formula, charge and spin) (kcal/mol) = 92.9

---

2.
Molecular formula: C5H13N
Method: DFT, ωB97M-V/def2-TZVPD

Last columns: bonded neighbours and bond lengths (Å).
Element x y z (Å)
1 C 1.0990 1.1766 1.1872  C2 1.522, C3 1.540, H7 1.095, H8 1.096
2 C -0.0127 2.2064 1.0450  C1 1.522, H9 1.095, H10 1.089, H11 1.092
3 C 0.5248 -0.2444 1.0332  C1 1.540, N4 1.483, H12 1.100, H13 1.091
4 N 0.5303 -0.5692 -0.4134  C3 1.483, C5 1.441, H14 0.990
5 C -0.2274 -1.7066 -0.8696  N4 1.441, C6 1.527, H15 1.095, H16 1.108
6 C -1.3206 -1.2941 -1.8532  C5 1.527, H17 1.091, H18 1.087, H19 1.097
7 H 1.5524 1.3514 2.1689  C1 1.095
8 H 1.8124 1.3458 0.3726  C1 1.096
9 H -0.6058 2.0107 0.1451  C2 1.095
10 H -0.6545 2.1829 1.9239  C2 1.089
11 H 0.3378 3.2375 0.9609  C2 1.092
12 H 1.2395 -0.9788 1.4334  C3 1.100
13 H -0.4477 -0.4122 1.4990  C3 1.091
14 H 1.1422 -0.0494 -0.9927  N4 0.990
15 H -0.7440 -2.2576 -0.0774  C5 1.095
16 H 0.5334 -2.4156 -1.2521  C5 1.108
17 H -0.8047 -0.7990 -2.6770  C6 1.091
18 H -2.0512 -0.6676 -1.3487  C6 1.087
19 H -1.9033 -2.1168 -2.2853  C6 1.097

Properties
- SMILES = CCCNCC
- charge = 0
- maximum force (eV/Å) = 2.966
- HOMO-LUMO gap (eV) = 9.19
- energy relative to the best compared isomer or geometry (same formula, charge and spin) (kcal/mol) = 24.0

---

3.
Molecular formula: C4H9NO2
Method: DFT, ωB97M-V/def2-TZVPD

Last columns: bonded neighbours and bond lengths (Å).
Element x y z (Å)
1 N 1.3621 0.5622 1.3998  C2 1.356, H8 1.008, H9 1.019
2 C 1.4137 -0.7093 0.9320  N1 1.356, O3 1.219, C4 1.527
3 O 1.9358 -1.6411 1.5198  C2 1.219
4 C 0.7314 -0.8798 -0.4240  C2 1.527, H10 1.100, H11 1.096, H16 1.188
5 C -1.4073 -0.3188 -0.2506  C6 1.474, H12 1.093, H13 1.087
6 C -1.3706 0.9830 -0.9406  C5 1.474, O7 1.323, H14 1.107, H15 1.142
7 O -0.2494 1.6525 -0.7299  C6 1.323
8 H 1.8400 0.7732 2.2624  N1 1.008
9 H 0.8976 1.2905 0.8588  N1 1.019
10 H 1.4789 -1.0414 -1.2139  C4 1.100
11 H 0.1755 -1.8240 -0.4054  C4 1.096
12 H -2.0428 -1.1343 -0.6040  C5 1.093
13 H -1.2053 -0.3083 0.8178  C5 1.087
14 H -1.7293 0.9115 -1.9857  C6 1.107
15 H -2.2728 1.3533 -0.3473  C6 1.142
16 H 0.3891 0.2088 -0.7537  C4 1.188

Properties
- charge = 0
- maximum force (eV/Å) = 0.328
- HOMO-LUMO gap (alpha / beta) (eV) = 8.65 / 8.65
- energy relative to the best compared isomer or geometry (same formula, charge and spin) (kcal/mol) = 112.4

---

4.
Molecular formula: C11H15N
Method: DFT, ωB97M-V/def2-TZVPD

Last columns: bonded neighbours and bond lengths (Å).
Element x y z (Å)
1 C 2.9637 2.0077 -1.9099  C2 1.523, H3 1.095, H4 1.109, H5 1.088
2 C 3.7996 1.3846 -3.0208  C1 1.523, H6 1.091, H7 1.093, H8 1.085
3 H 2.4004 1.2543 -1.3492  C1 1.095
4 H 3.6871 2.3401 -1.1380  C1 1.109
5 H 2.3463 2.8859 -2.0884  C1 1.088
6 H 4.8002 1.8172 -3.0575  C2 1.091
7 H 3.2875 1.6169 -3.9578  C2 1.093
8 H 3.9435 0.3262 -2.8283  C2 1.085
9 C -1.5418 -1.6394 3.5557  C11 1.487, H23 1.098, H24 1.085, H27 1.096
10 C -1.1850 -0.8284 1.1045  C11 1.450, C12 1.396, C16 1.411
11 C -1.9658 -1.4767 2.1400  C9 1.487, C10 1.450, C13 1.415
12 C -2.0164 -0.6407 -0.0005  C10 1.396, C17 1.395, N18 1.388
13 C -3.2630 -1.6218 1.5941  C11 1.415, N18 1.340, H25 1.076
14 C 0.4793 0.4146 0.0338  C15 1.411, C16 1.374, H19 1.078
15 C -0.3246 0.6149 -1.1078  C14 1.411, C17 1.391, H20 1.081
16 C 0.1667 -0.4229 1.0778  C10 1.411, C14 1.374, H21 1.082
17 C -1.5959 0.0512 -1.1369  C12 1.395, C15 1.391, H22 1.082
18 N -3.2423 -1.2083 0.3195  C12 1.388, C13 1.340, H26 1.013
19 H 1.4506 0.8829 0.0236  C14 1.078
20 H 0.0426 1.2972 -1.8612  C15 1.081
21 H 0.8391 -0.8507 1.8096  C16 1.082
22 H -2.3630 0.2061 -1.8840  C17 1.082
23 H -1.9696 -0.8654 4.2061  C9 1.098
24 H -0.4764 -1.7352 3.7361  C9 1.085
25 H -4.0959 -2.1505 2.0224  C13 1.076
26 H -4.1156 -1.1143 -0.1855  N18 1.013
27 H -2.0511 -2.5456 3.9028  C9 1.096

Properties
- charge = +1
- maximum force (eV/Å) = 2.424
- HOMO-LUMO gap (alpha / beta) (eV) = 9.34 / 6.32
- ⟨S²⟩ = 0.770
- spin multiplicity = 2
- energy relative to the best compared isomer or geometry (same formula, charge and spin) (kcal/mol) = 17.2

---

5.
Molecular formula: C38H98N2O22
Method: DFT, ωB97M-V/def2-TZVPD

Last columns: bonded neighbours and bond lengths (Å).
Element x y z (Å)
1 C 33.6354 -3.7001 0.1836  C2 1.546, O4 1.392, H5 1.090, H6 1.090
2 C 32.2259 -4.1854 0.5936  C1 1.546, O3 1.442, H7 1.090, H8 1.090
3 O 32.2284 -3.7756 1.9757  C2 1.442, H9 0.960
4 O 33.8162 -2.3225 0.2680  C1 1.392, H10 0.960
5 H 33.9860 -4.1251 -0.7569  C1 1.090
6 H 34.4683 -4.0138 0.8128  C1 1.090
7 H 32.0964 -5.2674 0.5715  C2 1.090
8 H 31.4872 -3.6368 0.0092  C2 1.090
9 H 32.2465 -2.8186 1.9029  O3 0.960
10 H 33.9061 -2.1894 1.2144  O4 0.960
11 C 30.3328 -12.6385 3.8410  C12 1.539, O14 1.455, H15 1.090, H16 1.090
12 C 28.9546 -11.9889 3.6241  C11 1.539, O13 1.402, H17 1.090, H18 1.090
13 O 28.0444 -12.7833 2.9133  C12 1.402, H19 0.960
14 O 31.1280 -12.6694 2.6226  C11 1.455, H20 0.960
15 H 30.4755 -13.6199 4.2935  C11 1.090
16 H 30.9426 -12.0360 4.5143  C11 1.090
17 H 29.1034 -11.0422 3.1047  C12 1.090
18 H 28.5674 -11.8241 4.6295  C12 1.090
19 H 28.4336 -12.8298 2.0369  O13 0.960
20 H 30.7805 -13.4637 2.2103  O14 0.960
21 C 23.8875 -5.2860 3.7087  C22 1.465, O24 1.462, H25 1.090, H26 1.090
22 C 23.5320 -6.6780 3.9963  C21 1.465, O23 1.383, H27 1.090, H28 1.090
23 O 24.2925 -7.5521 3.2403  C22 1.383, H29 0.960
24 O 25.2799 -5.1821 4.1405  C21 1.462, H30 0.960
25 H 23.3397 -4.5104 4.2438  C21 1.090
26 H 23.9410 -5.1386 2.6300  C21 1.090
27 H 22.5166 -7.0424 3.8407  C22 1.090
28 H 23.8287 -6.9002 5.0213  C22 1.090
29 H 24.5158 -8.3451 3.7331  O23 0.960
30 H 25.6572 -5.9799 3.7627  O24 0.960
31 C 29.0705 -4.4311 -1.8254  C32 1.498, O34 1.429, H35 1.090, H36 1.090
32 C 28.5872 -3.8201 -3.1047  C31 1.498, O33 1.467, H37 1.090, H38 1.090
33 O 28.4890 -2.3626 -3.2344  C32 1.467, H39 0.960
34 O 28.7102 -3.6132 -0.7105  C31 1.429, H40 0.960
35 H 30.1463 -4.2870 -1.9254  C31 1.090
36 H 28.8153 -5.4856 -1.7210  C31 1.090
37 H 27.5739 -4.1306 -3.3593  C32 1.090
38 H 29.0571 -4.3761 -3.9160  C32 1.090
39 H 27.9900 -2.1941 -2.4318  O33 0.960
40 H 29.0212 -4.0975 0.0578  O34 0.960
41 C 29.0535 -10.7261 -0.2304  C42 1.585, O44 1.380, H45 1.090, H46 1.090
42 C 28.4734 -12.2002 -0.1685  C41 1.585, O43 1.391, H47 1.090, H48 1.090
43 O 29.3991 -13.1152 0.3213  C42 1.391, H49 0.960
44 O 29.7614 -10.2455 0.8526  C41 1.380, H50 0.960
45 H 28.2828 -9.9864 -0.4473  C41 1.090
46 H 29.6990 -10.7459 -1.1085  C41 1.090
47 H 28.3502 -12.3508 -1.2410  C42 1.090
48 H 27.4940 -12.4488 0.2401  C42 1.090
49 H 29.5211 -13.7581 -0.3812  O43 0.960
50 H 30.1714 -11.0599 1.1532  O44 0.960
51 C 31.6716 -8.1958 -1.2084  C52 1.580, O54 1.464, H55 1.090, H56 1.090
52 C 32.2107 -8.7125 -2.6012  C51 1.580, O53 1.391, H57 1.090, H58 1.090
53 O 31.1181 -9.2722 -3.2560  C52 1.391, H59 0.960
54 O 30.8646 -6.9944 -1.4311  C51 1.464, H60 0.960
55 H 32.5167 -7.8527 -0.6116  C51 1.090
56 H 31.1302 -8.9848 -0.6864  C51 1.090
57 H 32.8752 -9.5582 -2.4245  C52 1.090
58 H 32.6167 -7.9762 -3.2949  C52 1.090
59 H 31.3804 -9.8617 -3.9668  O53 0.960
60 H 30.2326 -7.3436 -2.0637  O54 0.960
61 C 25.2862 -10.3268 1.0636  C62 1.486, O64 1.422, H65 1.090, H66 1.090
62 C 24.3870 -11.3715 1.6189  C61 1.486, O63 1.412, H67 1.090, H68 1.090
63 O 23.2386 -10.8238 2.2320  C62 1.412, H69 0.960
64 O 24.7268 -9.5529 0.0099  C61 1.422, H70 0.960
65 H 26.2448 -10.7877 0.8252  C61 1.090
66 H 25.5856 -9.5546 1.7722  C61 1.090
67 H 24.7407 -12.0981 2.3505  C62 1.090
68 H 24.0828 -11.8426 0.6842  C62 1.090
69 H 22.9868 -10.0798 1.6801  O63 0.960
70 H 25.1934 -8.7227 -0.1119  O64 0.960
71 C 25.4658 -6.1996 -0.7203  C72 1.575, O74 1.425, H75 1.090, H76 1.090
72 C 24.1091 -6.5933 -1.4173  C71 1.575, O73 1.358, H77 1.090, H78 1.090
73 O 23.0403 -6.7848 -0.6025  C72 1.358, H79 0.960
74 O 26.2488 -7.2984 -0.2613  C71 1.425, H80 0.960
75 H 25.2903 -5.6203 0.1862  C71 1.090
76 H 26.0541 -5.5315 -1.3493  C71 1.090
77 H 24.1182 -7.5260 -1.9814  C72 1.090
78 H 23.8605 -5.7914 -2.1125  C72 1.090
79 H 23.3293 -7.5920 -0.1707  O73 0.960
80 H 27.2000 -7.1699 -0.2406  O74 0.960
81 C 28.0772 -7.3633 3.2113  C82 1.588, O84 1.395, H85 1.090, H86 1.090
82 C 29.2476 -6.8004 2.2984  C81 1.588, O83 1.447, H87 1.090, H88 1.090
83 O 29.0349 -6.9364 0.8735  C82 1.447, H89 0.960
84 O 28.2928 -8.7303 3.3843  C81 1.395, H90 0.960
85 H 27.0900 -7.2028 2.7779  C81 1.090
86 H 28.1104 -6.9889 4.2345  C81 1.090
87 H 30.1765 -7.1780 2.7260  C82 1.090
88 H 29.3153 -5.7358 2.5226  C82 1.090
89 H 29.8550 -7.0081 0.3797  O83 0.960
90 H 28.5822 -8.9678 2.5003  O84 0.960
91 C 27.9458 -6.5538 8.9322  C92 1.520, O94 1.406, H95 1.090, H96 1.090
92 C 26.8834 -6.8524 7.8867  C91 1.520, O93 1.400, H97 1.090, H98 1.090
93 O 26.2313 -8.0127 8.3219  C92 1.400, H99 0.960
94 O 27.4507 -6.6196 10.2469  C91 1.406, H100 0.960
95 H 28.3865 -5.5831 8.7048  C91 1.090
96 H 28.7360 -7.2538 8.6608  C91 1.090
97 H 27.4803 -6.9938 6.9857  C92 1.090
98 H 26.1461 -6.0558 7.7876  C92 1.090
99 H 25.7825 -7.6461 9.0872  O93 0.960
100 H 28.0130 -6.1736 10.8844  O94 0.960
101 C 34.9675 -10.4211 7.2085  C102 1.490, H112 1.090, H113 1.090, H114 1.090
102 C 33.5255 -10.7737 7.0821  C101 1.490, C103 1.511, N107 1.526, C111 1.598
103 C 32.8851 -10.7285 8.4497  C102 1.511, C104 1.489, H115 1.090, H116 1.090
104 C 32.4598 -9.3689 8.8827  C103 1.489, C105 1.545, H117 1.090, H118 1.090
105 C 31.6111 -8.5421 7.8918  C104 1.545, C106 1.597, H119 1.090, H120 1.090
106 C 32.3472 -8.5978 6.4760  C105 1.597, N107 1.502, C109 1.509, C110 1.593
107 N 32.6763 -10.0070 6.0718  C102 1.526, C106 1.502, O108 1.375
108 O 33.2405 -10.1528 4.8260  N107 1.375, H130 0.960
109 C 31.2984 -8.1651 5.4807  C106 1.509, H121 1.090, H122 1.090, H123 1.090
110 C 33.6081 -7.6244 6.5168  C106 1.593, H124 1.090, H125 1.090, H126 1.090
111 C 33.5852 -12.3241 6.7010  C102 1.598, H127 1.090, H128 1.090, H129 1.090
112 H 35.4543 -11.0486 7.9551  C101 1.090
113 H 35.1009 -9.3944 7.5493  C101 1.090
114 H 35.4876 -10.4064 6.2506  C101 1.090
115 H 31.9315 -11.2457 8.3439  C103 1.090
116 H 33.4615 -11.1540 9.2712  C103 1.090
117 H 33.4154 -8.8508 8.9626  C104 1.090
118 H 31.9666 -9.3508 9.8545  C104 1.090
119 H 31.7987 -7.5557 8.3159  C105 1.090
120 H 30.5856 -8.8588 8.0819  C105 1.090
121 H 30.4217 -8.8112 5.4360  C109 1.090
122 H 30.9068 -7.1514 5.5660  C109 1.090
123 H 31.7798 -8.1670 4.5028  C109 1.090
124 H 34.0735 -7.5473 7.4994  C110 1.090
125 H 34.3679 -8.0958 5.8934  C110 1.090
126 H 33.3411 -6.6259 6.1707  C110 1.090
127 H 32.5861 -12.7598 6.7096  C111 1.090
128 H 34.2128 -12.7709 7.4720  C111 1.090
129 H 34.0048 -12.4244 5.7000  C111 1.090
130 H 32.4826 -10.4002 4.2914  O108 0.960
131 C 29.3162 0.4167 5.0171  C132 1.538, H142 1.090, H143 1.090, H144 1.090
132 C 28.1754 -0.5647 5.3333  C131 1.538, C133 1.535, N137 1.461, C141 1.531
133 C 27.6634 -1.0536 3.9714  C132 1.535, C134 1.517, H145 1.090, H146 1.090
134 C 28.5813 -2.0532 3.2944  C133 1.517, C135 1.549, H147 1.090, H148 1.090
135 C 28.7894 -3.2531 4.2518  C134 1.549, C136 1.536, H149 1.090, H150 1.090
136 C 29.2249 -2.8445 5.6664  C135 1.536, N137 1.504, C139 1.508, C140 1.507
137 N 28.3991 -1.7114 6.2110  C132 1.461, C136 1.504, O138 1.415
138 O 28.8181 -1.2679 7.4882  N137 1.415, H160 0.960
139 C 29.0002 -4.0580 6.5333  C136 1.508, H151 1.090, H152 1.090, H153 1.090
140 C 30.7091 -2.6098 5.5458  C136 1.507, H154 1.090, H155 1.090, H156 1.090
141 C 27.0080 0.2058 5.9554  C132 1.531, H157 1.090, H158 1.090, H159 1.090
142 H 30.0796 -0.0371 4.3851  C131 1.090
143 H 29.8752 0.6959 5.9102  C131 1.090
144 H 28.9170 1.2942 4.5085  C131 1.090
145 H 26.6917 -1.5437 4.0316  C133 1.090
146 H 27.3112 -0.2713 3.2989  C133 1.090
147 H 29.4983 -1.6503 2.8645  C134 1.090
148 H 28.1063 -2.4153 2.3827  C134 1.090
149 H 29.6102 -3.7357 3.7212  C135 1.090
150 H 28.0303 -4.0315 4.3294  C135 1.090
151 H 29.6739 -4.8827 6.3009  C139 1.090
152 H 29.3411 -3.6218 7.4722  C139 1.090
153 H 27.9865 -4.4547 6.4765  C139 1.090
154 H 31.2284 -3.4830 5.1510  C140 1.090
155 H 31.0250 -1.6399 5.1614  C140 1.090
156 H 31.1289 -2.6115 6.5517  C140 1.090
157 H 26.0614 -0.3332 5.9178  C141 1.090
158 H 26.8667 1.1067 5.3583  C141 1.090
159 H 27.4436 0.3834 6.9387  C141 1.090
160 H 28.0887 -0.7508 7.8377  O138 0.960

Properties
- SMILES = CC1(C)CCCC(C)(C)N1O.CC1(C)CCCC(C)(C)N1O.OCCO.OCCO.OCCO.OCCO.OCCO.OCCO.OCCO.OCCO.OCCO.OCCO
- charge = 0
- maximum force (eV/Å) = 4.103
- HOMO-LUMO gap (eV) = 8.12
- energy relative to the best compared isomer or geometry (same formula, charge and spin) (kcal/mol) = 136.7

---

6.
Molecular formula: C4H4N2S
Method: DFT, ωB97M-V/def2-TZVPD

Last columns: bonded neighbours and bond lengths (Å).
Element x y z (Å)
1 C 0.2876 -1.2101 1.0027  C2 1.357, H6 1.080, S11 1.715
2 C 0.0544 -0.1890 0.1393  C1 1.357, C3 1.441, N10 1.406
3 C 0.5075 0.0180 -1.2128  C2 1.441, C4 1.347, H7 1.079
4 C -0.0546 1.1910 -1.5620  C3 1.347, H8 1.065, N9 1.411
5 H -0.9870 -0.1850 2.5531  S11 1.327
6 H 0.9048 -2.0454 0.7079  C1 1.080
7 H 1.1683 -0.6243 -1.7732  C3 1.079
8 H 0.0111 1.7639 -2.4571  C4 1.065
9 N -0.8157 1.7087 -0.4927  C4 1.411, N10 1.273
10 N -0.7598 0.9019 0.4911  C2 1.406, N9 1.273
11 S -0.3167 -1.3297 2.6036  C1 1.715, H5 1.327

Properties
- SMILES = S/C=C1/C=CN=N1
- charge = 0
- maximum force (eV/Å) = 0.495
- HOMO-LUMO gap (eV) = 8.21
- energy relative to the best compared isomer or geometry (same formula, charge and spin) (kcal/mol) = 45.9

---

Which of these has the lowest energy relative to the best compared isomer or geometry (same formula, charge and spin)?
C11H15N